C44H64GeMgN3OP2SSeSi | ωB97M-V/def2-TZVPD

```
119
Properties=species:S:1:pos:R:3:lowdin_charge:R:1
Mg -0.139 0.349 0.422 0.5208
C 5.972 -5.365 -2.995 -0.4211
S 4.579 -5.931 -2.004 0.8165
C 4.060 -4.334 -1.329 -0.5303
C 2.941 -4.535 -0.320 -0.2544
C 2.535 -3.247 0.371 -0.2724
N 1.934 -2.291 -0.589 -0.4253
P 0.207 -2.182 -0.505 0.9887
C -0.401 -3.643 0.351 -0.3635
C -0.462 -4.890 -0.267 -0.0818
C -0.954 -5.977 0.432 -0.0557
C -1.391 -5.824 1.740 -0.0592
C -1.342 -4.583 2.355 -0.0653
C -0.852 -3.490 1.659 -0.0965
C -0.304 -2.462 -2.220 -0.3988
C 0.570 -2.931 -3.193 -0.0817
C 0.117 -3.120 -4.489 -0.0601
C -1.200 -2.837 -4.812 -0.0662
C -2.070 -2.360 -3.842 -0.0604
C -1.625 -2.170 -2.546 -0.0882
P 2.491 -0.664 -0.263 1.0151
C 4.281 -0.827 -0.503 -0.3949
C 4.811 -1.157 -1.749 -0.1048
C 6.175 -1.318 -1.899 -0.0669
C 7.018 -1.149 -0.808 -0.0626
C 6.498 -0.815 0.431 -0.0656
C 5.128 -0.653 0.582 -0.1026
C 2.069 0.395 -1.713 -0.3543
C 0.868 0.373 -2.412 -0.1222
C 0.577 1.338 -3.367 -0.0496
C 1.479 2.356 -3.631 -0.0660
C 2.662 2.414 -2.910 -0.0632
C 2.953 1.450 -1.963 -0.0963
H 6.418 -6.237 -3.463 0.0296
H 6.720 -4.882 -2.369 0.0311
H 5.648 -4.680 -3.776 0.0322
H 3.718 -3.689 -2.145 0.0564
H 4.920 -3.851 -0.859 0.0766
H 3.257 -5.244 0.450 0.1188
H 2.069 -4.979 -0.816 0.0912
H 3.418 -2.791 0.834 0.1001
H 1.838 -3.464 1.190 0.1026
H -0.146 -5.007 -1.296 0.1095
H -1.004 -6.943 -0.047 0.1122
H -1.778 -6.675 2.277 0.1099
H -1.697 -4.464 3.365 0.1082
H -0.846 -2.510 2.120 0.0953
H 1.598 -3.139 -2.931 0.0903
H 0.793 -3.489 -5.247 0.1096
H -1.549 -2.983 -5.823 0.1078
H -3.094 -2.135 -4.096 0.1090
H -2.293 -1.780 -1.790 0.0947
H 4.152 -1.291 -2.597 0.1169
H 6.584 -1.578 -2.863 0.1121
H 8.082 -1.276 -0.928 0.1101
H 7.152 -0.685 1.278 0.1082
H 4.717 -0.404 1.553 0.0923
H 0.149 -0.423 -2.289 0.0416
H -0.354 1.273 -3.911 0.1157
H 1.264 3.095 -4.388 0.1094
H 3.376 3.204 -3.099 0.1102
H 3.891 1.514 -1.428 0.1066
C -0.417 4.241 -0.278 -0.0706
N 0.803 4.213 0.489 -0.0894
C 1.351 5.507 0.853 -0.1420
C 2.838 5.372 1.107 -0.1356
C 3.041 4.328 2.186 -0.1412
N 2.323 3.110 1.851 -0.0597
C 2.679 1.950 2.633 -0.0186
C 1.259 3.080 1.036 -0.5017
O 0.696 1.987 0.809 -0.1453
H -0.226 4.700 -1.247 0.1030
H -1.170 4.821 0.259 0.0481
H -0.803 3.232 -0.420 0.0792
H 0.838 5.887 1.745 0.1285
H 1.141 6.196 0.031 0.1326
H 3.261 6.324 1.424 0.1249
H 3.340 5.065 0.187 0.1241
H 2.694 4.696 3.160 0.1371
H 4.100 4.067 2.289 0.1319
H 3.669 1.588 2.346 0.0818
H 1.949 1.151 2.479 0.0744
H 2.695 2.222 3.689 0.1028
C -5.057 -1.900 2.777 -0.1780
Si -4.858 -1.351 0.996 0.4257
C -4.944 -2.838 -0.147 -0.1806
C -6.218 -0.154 0.511 -0.1794
C -3.202 -0.534 0.855 -0.2513
C -2.142 0.056 0.762 -0.1774
H -6.063 -2.263 2.965 0.0327
H -4.864 -1.077 3.459 0.0252
H -4.363 -2.700 3.013 0.0178
H -5.822 -3.432 0.090 0.0326
H -4.076 -3.481 -0.055 0.0159
H -5.033 -2.536 -1.186 0.0241
H -7.082 -0.698 0.141 0.0318
H -5.884 0.518 -0.274 0.0300
H -6.542 0.452 1.355 0.0081
C -5.549 2.902 2.309 -0.2143
Ge -4.576 4.437 1.590 0.7618
C -5.753 5.998 1.528 -0.2169
C -3.914 3.976 -0.191 -0.2135
C -3.047 4.938 2.744 -0.5950
Se -1.517 3.728 2.709 0.9078
C -2.206 2.324 3.861 -0.3862
H -6.482 2.786 1.764 0.0202
H -5.786 3.031 3.361 0.0275
H -4.974 1.989 2.179 -0.0067
H -6.648 5.784 0.953 0.0181
H -5.252 6.848 1.074 0.0178
H -6.059 6.280 2.533 0.0205
H -4.745 3.717 -0.840 0.0221
H -3.254 3.113 -0.117 -0.0008
H -3.378 4.803 -0.645 0.0134
H -3.352 5.081 3.781 0.0199
H -2.657 5.900 2.401 0.0089
H -3.157 1.967 3.486 -0.0029
H -2.301 2.688 4.881 0.0246
H -1.494 1.499 3.827 0.0133
```

Net charge ... +1
HOMO-LUMO gap ... 7.8 eV
Molecular weight ... 949.0 g mol⁻¹
Electronic energy ... -217779.582 eV
Highest occupied orbital energy ... -9.8 eV
ΔE to the lowest compared entry with this formula, charge and spin ... 1.126 eV



C12H44O10 | ωB97M-V/def2-TZVPD

```
66
Properties=species:S:1:pos:R:3:nbo_charge:R:1
C -5.275 0.696 -1.752 -0.6251
C -4.766 0.108 -0.448 0.0987
C -3.274 0.386 -0.222 -0.6499
O -5.508 0.736 0.629 -0.7391
H -6.348 0.875 -1.666 0.2281
H -5.126 0.002 -2.578 0.2067
H -4.829 1.655 -2.022 0.2024
H -5.022 -0.945 -0.307 0.1759
H -2.679 -0.073 -1.007 0.2341
H -2.905 -0.032 0.721 0.1970
H -3.224 1.471 -0.100 0.2046
H -4.973 0.708 1.426 0.4615
C -0.038 2.895 -1.786 -0.2551
O 0.851 3.800 -1.090 -0.7616
H -0.459 2.238 -1.023 0.1720
H -0.832 3.387 -2.344 0.1826
H 0.604 2.357 -2.481 0.1936
H 0.501 4.689 -1.002 0.4817
C -1.851 -2.226 -2.719 -0.2534
O -3.148 -1.691 -2.676 -0.7284
H -1.558 -2.385 -1.677 0.1840
H -1.733 -3.194 -3.215 0.1727
H -1.072 -1.571 -3.127 0.1586
H -3.371 -1.179 -3.458 0.4709
C 1.527 -0.731 -3.745 -0.2508
O 2.857 -0.314 -3.919 -0.7373
H 0.901 -0.145 -4.420 0.1775
H 1.388 -1.775 -4.063 0.1616
H 1.122 -0.663 -2.729 0.1479
H 3.462 -0.891 -3.427 0.4906
C 0.386 -0.428 0.557 -0.2732
O 1.112 -0.379 1.791 -0.7582
H 0.816 0.220 -0.216 0.1657
H 0.416 -1.462 0.220 0.1896
H -0.603 0.008 0.734 0.1656
H 1.455 0.530 1.819 0.4984
C 0.594 2.986 2.587 -0.2570
O 1.425 2.438 1.539 -0.7937
H 0.848 2.513 3.530 0.2040
H 0.771 4.059 2.649 0.1754
H -0.438 2.758 2.314 0.1746
H 1.221 2.861 0.695 0.5094
C 3.787 3.956 3.510 -0.2496
O 3.904 2.587 3.120 -0.7475
H 4.806 4.340 3.561 0.1756
H 3.208 4.516 2.780 0.1624
H 3.375 4.007 4.518 0.1655
H 3.279 2.411 2.404 0.4853
C -1.372 -2.620 3.889 -0.2450
O -0.066 -2.410 3.394 -0.7325
H -1.513 -2.076 4.828 0.1622
H -2.132 -2.279 3.179 0.1577
H -1.576 -3.674 4.084 0.1712
H -0.083 -1.823 2.632 0.4861
C 3.708 -0.965 -0.757 -0.2592
O 4.685 -1.097 -1.784 -0.7375
H 3.933 -0.207 -0.005 0.1838
H 2.705 -0.796 -1.155 0.1613
H 3.687 -1.905 -0.200 0.1814
H 5.160 -0.262 -1.835 0.4785
C 1.201 -4.180 0.628 -0.2566
O 0.592 -4.807 -0.496 -0.7234
H 0.476 -3.740 1.306 0.1982
H 1.837 -4.862 1.199 0.1667
H 1.857 -3.367 0.297 0.1507
H 1.315 -5.036 -1.087 0.4624
```

HOMO-LUMO gap ... 10.1 eV
Molecular weight ... 348.5 g mol⁻¹
SMILES ... CC(C)O.CO.CO.CO.CO.CO.CO.CO.CO.CO
Electronic energy ... -33628.219 eV
Highest occupied orbital energy ... -9.9 eV
ΔE to the lowest compared entry with this formula, charge and spin ... 5.337 eV